No. 1
{
  "formula": "C2H4N4O2",
  "method": "wB97M-V/def2-TZVPD",
  "e_above_lowest_kcal_mol": 143.63,
  "total_energy_ha": -447.87352,
  "e_homo_ev": -9.90,
  "symbols": ["C", "C", "H", "H", "H", "H", "N", "N", "N", "N", "O", "O"],
  "xyz": [[-1.02389, 1.09835, 0.12255], [0.93611, 0.61580, -0.15671], [-2.32372, -1.82932, -0.44943], [-1.79734, 1.87971, 0.23063], [2.37691, -0.37211, -0.56558], [1.31725, -0.83590, 1.42887], [-1.02743, -0.32078, 0.26233], [0.16763, 1.64538, 0.03894], [2.22237, 0.57554, -0.15793], [0.21297, -0.65620, -0.28502], [-2.15612, -0.63746, -0.60167], [0.89671, -1.59189, 0.67070]],
  "atomic_forces_ev_per_a": [[1.6904, 2.6857, 1.5520], [5.2186, -3.1538, -0.6981], [0.8120, 5.5976, -0.5561], [-0.5471, -1.6218, -0.0642], [0.7624, 0.6545, 0.7562], [-1.5397, -3.3774, -2.9523], [-1.9679, 1.7366, -1.4104], [-4.2393, 1.0726, 0.1806], [-1.2284, -0.5802, -1.0773], [0.6991, -0.9655, 1.6684], [-0.1105, -6.2325, 0.9489], [0.4504, 4.1841, 1.6522]],
  "nbo_charge": [0.269, 0.444, 0.488, 0.240, 0.351, 0.461, -0.032, -0.439, -0.615, -0.053, -0.561, -0.553]
}


No. 2
{
  "formula": "C2H4N4O2",
  "method": "wB97M-V/def2-TZVPD",
  "e_above_lowest_kcal_mol": 187.24,
  "total_energy_ha": -447.80402,
  "e_homo_ev": -9.14,
  "symbols": ["C", "C", "H", "H", "H", "H", "N", "N", "N", "N", "O", "O"],
  "xyz": [[-1.11248, 0.15253, -0.18618], [1.01598, 0.86516, -0.14519], [-3.20368, 0.75212, -0.80943], [-2.91022, -1.04095, 0.90875], [2.80629, 0.74575, 0.00004], [1.60999, -1.23430, 0.98082], [-2.36290, 0.01808, 0.19719], [-0.42349, 1.35227, -0.30994], [2.16929, 1.43256, 0.19405], [0.97708, -0.65819, -0.62248], [1.85735, -1.41159, -0.00966], [-0.42320, -0.97343, -0.19798]],
  "atomic_forces_ev_per_a": [[3.8753, 2.5237, 0.6136], [-0.0329, 0.4562, -1.0401], [2.8819, -2.8690, 4.0492], [2.5982, 4.1545, -3.7241], [2.6226, -2.2567, -0.2872], [1.4358, -0.8447, -1.7020], [-7.3437, -0.2323, -0.7769], [1.9390, -3.8355, 1.0412], [-6.7248, 0.4737, -0.7883], [-1.6747, 4.1794, -1.2718], [-0.6949, -0.4515, 3.8659], [1.1180, -1.2977, 0.0204]],
  "nbo_charge": [0.648, 0.486, 0.451, 0.485, 0.344, 0.450, -0.842, -0.570, -0.661, 0.090, -0.487, -0.394]
}


No. 3
{
  "formula": "C2H4N4OS",
  "method": "wB97M-V/def2-TZVPD",
  "e_above_lowest_kcal_mol": 72.11,
  "total_energy_ha": -770.92315,
  "e_homo_ev": -8.27,
  "smiles": "N/N=c1\\o[nH]nc1S",
  "symbols": ["N", "N", "C", "O", "N", "N", "C", "S", "H", "H", "H", "H"],
  "xyz": [[2.72599, -1.14471, -0.16668], [1.28526, -1.24152, -0.01346], [0.67654, -0.10004, 0.11611], [1.23085, 1.13378, 0.03528], [0.15192, 2.00927, -0.17926], [-1.02480, 1.38858, 0.03792], [-0.76719, 0.11982, 0.09229], [-2.17510, -1.05570, -0.00065], [2.98913, -0.24291, 0.29843], [3.13286, -1.99527, 0.37041], [0.39342, 2.78313, 0.43577], [-2.98524, 0.07607, -0.37647]],
  "atomic_forces_ev_per_a": [[-0.6827, -0.4709, 1.8758], [0.2103, 1.6814, 0.4622], [0.5386, -2.7413, -1.2722], [0.6930, -0.8651, 0.2108], [0.6744, 1.8192, -0.2072], [0.3367, -1.2230, 0.0945], [-1.9362, 0.0240, 0.1518], [0.5071, 2.6627, -0.3714], [0.3903, -1.3097, -0.4542], [-0.9153, 2.1533, -1.1551], [-0.7733, 0.0842, 0.0837], [0.9571, -1.8149, 0.5812]],
  "nbo_charge": [-0.653, -0.297, 0.370, -0.353, -0.137, -0.248, 0.034, 0.030, 0.345, 0.370, 0.366, 0.173]
}


No. 4
{
  "formula": "C2H4N4OS",
  "method": "wB97M-V/def2-TZVPD",
  "e_above_lowest_kcal_mol": 52.74,
  "total_energy_ha": -770.95403,
  "e_homo_ev": -8.78,
  "smiles": "[H]/N=c1/c(N)non1S",
  "symbols": ["H", "N", "C", "C", "N", "N", "O", "N", "S", "H", "H", "H"],
  "xyz": [[1.01242, 2.17099, -0.21808], [0.08941, 1.72749, -0.15139], [0.19061, 0.46029, -0.16602], [-0.94834, -0.44686, -0.03282], [-2.23698, -0.00358, 0.11046], [-0.58932, -1.68093, -0.05322], [0.78896, -1.74615, -0.19938], [1.25482, -0.40096, -0.35458], [2.88147, -0.14384, -0.02806], [-2.38465, 0.94353, -0.21590], [-2.95724, -0.66710, -0.04570], [2.89884, -0.21289, 1.35469]],
  "atomic_forces_ev_per_a": [[-0.2885, -0.0576, -0.0676], [0.5687, -0.1203, 0.1136], [-0.1601, 0.4662, -0.0026], [-0.4397, -0.5145, -0.2103], [1.0953, 0.5946, 0.1120], [-0.0517, 0.1198, 0.0071], [-0.0225, 0.2037, 0.0919], [0.3628, -0.0927, 0.2428], [-0.3253, -0.0444, 0.4946], [-0.0206, -0.2141, 0.1077], [-0.4992, -0.3957, -0.1542], [-0.2192, 0.0550, -0.7350]],
  "nbo_charge": [0.352, -0.689, 0.338, 0.287, -0.792, -0.141, -0.197, -0.323, 0.246, 0.413, 0.400, 0.105]
}


No. 5
{
  "formula": "C2H4N4S",
  "method": "wB97M-V/def2-TZVPD",
  "e_above_lowest_kcal_mol": 105.27,
  "total_energy_ha": -695.66417,
  "e_homo_ev": -7.82,
  "smiles": "Nn1[nH]cnc1=S",
  "symbols": ["N", "N", "N", "C", "N", "C", "S", "H", "H", "H", "H"],
  "xyz": [[1.38142, -0.44836, 0.41967], [0.53643, 0.15509, -0.39040], [-0.85237, 0.03225, -0.20715], [-1.43961, 0.62027, -1.25257], [-0.50160, 1.02774, -2.12276], [0.65245, 0.77273, -1.58243], [2.86196, 1.19730, -1.60637], [1.96829, 0.28815, 0.77372], [2.13296, -0.82847, -0.08096], [-1.09702, -0.46380, 0.64430], [-2.46430, 0.47144, -1.42236]],
  "atomic_forces_ev_per_a": [[0.5972, -0.0690, 3.0062], [-4.3065, 1.0831, -3.0457], [1.7217, -0.3135, 0.8140], [2.3946, -1.2995, 0.0517], [-2.1094, 0.6854, -0.3423], [6.3229, 0.4039, 1.4551], [-3.6420, -0.5389, -0.5727], [0.0033, 0.9526, 1.1173], [0.8148, -1.6105, -1.9381], [-0.5930, 0.2169, -0.3504], [-1.2036, 0.4895, -0.1952]],
  "nbo_charge": [-0.633, -0.061, -0.345, 0.242, -0.500, 0.388, -0.553, 0.391, 0.405, 0.445, 0.222]
}


No. 6
{
  "formula": "C2H4N4S",
  "method": "wB97M-V/def2-TZVPD",
  "e_above_lowest_kcal_mol": 65.09,
  "total_energy_ha": -695.72820,
  "e_homo_ev": -8.70,
  "symbols": ["C", "C", "N", "N", "N", "N", "S", "H", "H", "H", "H"],
  "xyz": [[2.26062, 0.90357, 0.06107], [0.25275, 0.27969, -0.20025], [1.05920, 1.34270, -0.12904], [0.71695, -0.91749, -0.07372], [-2.19787, -0.86439, -0.02326], [-1.62944, 0.27749, -0.44092], [2.34704, -0.82666, 0.14454], [3.12964, 1.51926, 0.17141], [-2.09434, -1.13507, 0.95484], [-2.00421, -1.62521, -0.65902], [-1.84035, 1.04613, 0.19434]],
  "atomic_forces_ev_per_a": [[0.6923, -0.8519, 0.1260], [-4.1591, -1.3634, -0.0322], [-0.0731, 0.8393, -0.1223], [-0.2240, -0.5477, -0.0687], [-0.4159, -0.7977, 0.5534], [4.0668, 1.5152, -0.0814], [-0.2673, 1.0460, -0.0931], [0.2437, 0.3218, -0.0012], [0.2718, 0.0369, -0.3290], [-0.0195, 0.0623, 0.1304], [-0.1157, -0.2609, -0.0821]],
  "nbo_charge": [-0.131, 0.434, -0.485, -0.680, -0.613, -0.396, 0.593, 0.218, 0.342, 0.367, 0.351]
}